Below is a 6-piece molecular cluster, C55H65Br2Cl3F6N2O6P overall, with properties calculated with ωB97M-V with the def2-TZVPD basis set.

```
140
Properties=species:S:1:pos:R:3:mulliken_charge:R:1
C -3.3498 -0.5984 -0.6055 -0.97
C -1.9788 -0.6869 -1.2190 0.67
O -1.6626 -0.1365 -2.2231 -0.49
O -1.1061 -1.5163 -0.5546 -0.25
C -0.1429 -0.8323 0.2593 -0.27
C 0.3270 -1.8066 1.3276 -0.24
C -0.7848 -2.1678 2.3345 -1.19
C -0.5610 -1.5659 3.7281 -1.11
C -0.4722 -0.0347 3.6175 -0.58
C -0.6138 0.8180 4.8957 2.32
C -0.3189 -0.0743 6.0976 -2.63
C -2.1215 1.1722 5.1010 0.53
F -2.3768 1.3180 6.4495 -0.38
P -3.3459 -0.2000 4.6247 0.41
O -3.4843 -1.2367 5.6642 -0.70
O -2.6340 2.2352 4.3935 -0.41
C -1.9986 3.5286 4.5179 1.50
C -2.3145 4.0694 5.9160 -1.54
C -3.7932 3.9428 6.3525 -0.36
C -3.9308 3.4991 7.8087 -1.70
O -4.3381 5.2746 6.2387 -0.60
C -2.7864 4.3689 3.4854 -2.76
C -2.5168 5.8819 3.3750 0.82
C -3.7726 6.7598 3.4735 -1.35
Cl -1.7057 6.2304 1.7955 -0.25
C -0.5170 3.2317 4.0084 -1.10
Cl 0.4621 4.6116 3.6265 0.78
O -0.7558 2.5359 2.7833 -0.06
C -0.4680 3.0393 1.6183 0.52
N -0.1057 3.1982 0.5461 -0.58
N 0.3162 2.1659 4.8163 1.34
C 1.6859 1.9048 4.0909 -1.60
C 1.9069 1.9759 2.5764 -0.52
C 3.1712 1.1583 2.2896 -0.63
Cl 3.5119 1.1858 0.5575 -0.17
C 0.8024 2.7017 6.1938 0.11
Br 0.4930 4.4997 6.7087 0.01
C 1.6672 2.1185 7.0538 0.11
C 2.0600 2.7526 8.3674 -1.56
Br 2.6987 0.5322 6.8361 -0.06
H -3.3351 -0.8267 0.4595 0.18
H -3.9963 -1.3324 -1.0912 0.29
H -3.7660 0.3909 -0.7828 0.35
H 0.6871 -0.5082 -0.3735 0.53
H -0.6049 0.0704 0.6827 -0.23
H 0.6087 -2.7100 0.7872 0.42
H 1.2044 -1.3623 1.8046 0.27
H -0.7770 -3.2497 2.4746 0.47
H -1.7612 -1.8969 1.9240 0.28
H 0.3871 -1.9750 4.0892 0.33
H -1.3371 -1.9275 4.4057 0.76
H -1.1612 0.2957 2.8421 0.15
H 0.4922 0.1266 3.1630 -0.05
H -0.2124 0.4604 7.0349 0.37
H -1.1635 -0.7554 6.2170 0.59
H 0.5486 -0.7023 5.9403 0.53
H -4.4851 0.5945 4.4402 0.12
H -2.9925 -0.6377 3.3416 -0.02
H -1.7396 3.5792 6.6930 0.70
H -2.0790 5.1302 6.0025 0.83
H -4.3785 3.3126 5.6825 0.66
H -4.8879 3.0126 7.9918 0.41
H -3.1305 2.8431 8.1414 0.27
H -3.8947 4.3995 8.4248 0.40
H -5.2537 5.2189 5.9505 0.39
H -2.7355 3.9170 2.4966 0.94
H -3.8319 4.2481 3.7696 0.72
H -1.7871 6.2172 4.1091 0.10
H -3.6006 7.6130 4.1261 0.31
H -4.6374 6.1946 3.8095 0.27
H -4.0171 7.1659 2.4927 0.46
H 1.8969 0.8798 4.3668 0.61
H 2.4128 2.5581 4.5595 0.90
H 2.0897 2.9868 2.2117 0.83
H 1.1212 1.5665 1.9505 -0.25
H 4.0354 1.5888 2.7966 0.47
H 3.0730 0.1238 2.6252 0.29
H 1.1806 3.0150 8.9555 0.40
H 2.6668 3.6441 8.2010 0.35
H 2.6519 2.0567 8.9535 0.50
F -0.1183 -5.1513 -6.6622 -0.24
C 0.1033 -4.1239 -5.8131 0.48
C 1.3521 -3.5376 -5.7918 -0.36
C 1.5693 -2.4799 -4.9193 -0.57
C 0.5514 -2.0343 -4.0874 -0.51
C -0.6931 -2.6466 -4.1295 0.08
C -0.9290 -3.7004 -5.0010 -0.79
H 2.1315 -3.9054 -6.4453 0.40
H 2.5398 -2.0019 -4.8934 0.37
H 0.7192 -1.2092 -3.4086 0.46
H -1.4834 -2.2982 -3.4818 0.23
H -1.8921 -4.1892 -5.0577 0.43
F 1.2694 -9.1958 -12.1066 -0.36
C 1.4901 -8.1725 -11.2562 0.31
C 2.7328 -7.5722 -11.2465 -0.44
C 2.9477 -6.5154 -10.3733 -0.51
C 1.9330 -6.0835 -9.5303 -0.18
C 0.6923 -6.7051 -9.5632 -0.42
C 0.4606 -7.7601 -10.4343 -0.37
H 3.5081 -7.9301 -11.9099 0.44
H 3.9137 -6.0285 -10.3539 0.38
H 2.1057 -5.2612 -8.8488 0.31
H -0.0974 -6.3689 -8.9048 0.42
H -0.4990 -8.2568 -10.4835 0.42
F 3.4083 -2.8594 0.7563 -0.26
C 3.3341 -4.2128 0.7642 0.45
C 2.9131 -4.8464 1.9155 -0.20
C 2.8324 -6.2323 1.9176 -0.45
C 3.1742 -6.9547 0.7834 -0.58
C 3.5950 -6.2892 -0.3600 -0.34
C 3.6749 -4.9042 -0.3792 -0.61
H 2.6578 -4.2625 2.7904 0.43
H 2.5017 -6.7474 2.8096 0.37
H 3.1125 -8.0341 0.7903 0.39
H 3.8639 -6.8494 -1.2452 0.38
H 3.9932 -4.3650 -1.2608 0.45
F 4.0993 7.8600 4.3556 -0.31
C 3.4347 8.1339 3.2123 0.28
C 4.0417 8.9158 2.2522 -0.54
C 3.3424 9.1851 1.0836 -0.29
C 2.0626 8.6810 0.8930 -0.73
C 1.4745 7.8973 1.8756 0.29
C 2.1654 7.6183 3.0480 -0.65
H 5.0367 9.3030 2.4227 0.44
H 3.8036 9.7932 0.3172 0.37
H 1.5260 8.8974 -0.0205 0.40
H 0.4777 7.4965 1.7416 0.20
H 1.7347 7.0156 3.8380 0.56
F -2.2704 -1.8817 -13.7692 -0.32
C -1.7613 -3.1126 -13.5491 0.35
C -1.8342 -4.0523 -14.5571 -0.52
C -1.3054 -5.3134 -14.3216 -0.45
C -0.7253 -5.6167 -13.0972 -0.20
C -0.6682 -4.6526 -12.1000 0.16
C -1.1869 -3.3844 -12.3243 -0.68
H -2.2958 -3.7948 -15.5005 0.42
H -1.3474 -6.0628 -15.1009 0.38
H -0.3175 -6.6029 -12.9213 0.29
H -0.2208 -4.8839 -11.1443 0.14
H -1.1493 -2.6132 -11.5667 0.43
```

## Properties
HOMO-LUMO gap: 6.62 eV
HOMO level: -9.8632 eV
relative energy (zero: lowest compared OMol25 entry of this formula, charge and spin): 0.0 kJ/mol
E: -10164.44907 a.u.
net charge: +1